1.
21
Properties=species:S:1:pos:R:3 method="wB97M-V/def2-TZVPD" multiplicity=2 relative_energy_kj_mol=135.6 lumo_ha="-0.136 / -0.418" homo_lumo_gap_ha="0.3986 / 0.1033" homo_energy_ev="-14.56 / -14.20" s2=0.76 total_charge=+1
O 0.462 -0.498 0.046
H 0.200 -0.555 0.965
H 0.727 0.415 -0.072
O -1.404 -0.667 2.178
H -0.944 -1.176 2.846
H -2.251 -0.463 2.573
O 0.408 1.056 -3.681
H 0.748 0.655 -4.481
H 0.996 0.751 -2.990
O 1.835 2.613 1.214
H 2.290 2.275 1.986
H 0.912 2.623 1.465
O -2.100 -1.788 -0.330
H -1.784 -1.294 -1.087
H -1.748 -1.319 0.426
O -0.791 2.168 2.115
H -1.140 1.277 2.120
H -1.407 2.664 1.575
O 1.400 -3.201 -2.297
H 2.266 -3.187 -2.706
H 1.326 -2.350 -1.865

2.
21
Properties=species:S:1:pos:R:3 method="wB97M-V/def2-TZVPD" multiplicity=2 relative_energy_kj_mol=253.2 lumo_ha="-0.094 / -0.435" homo_lumo_gap_ha="0.3971 / 0.0559" homo_energy_ev="-13.36 / -13.36" s2=0.76 total_charge=+1
O -0.854 -4.022 -0.868
O -0.553 1.262 0.471
O -4.260 -1.027 5.728
O 3.937 2.598 -2.849
H -0.137 -4.370 -0.319
H -1.162 -3.180 -0.503
H -0.845 1.305 1.393
H -1.395 1.218 0.005
H -4.011 -0.326 6.334
H -3.904 -1.847 6.067
H 3.081 2.780 -2.450
H 3.937 2.800 -3.790
O -2.076 3.553 3.480
O 6.660 -1.149 -2.905
O -2.715 -1.327 -3.207
H 6.386 -0.323 -2.475
H 5.984 -1.322 -3.578
H -1.763 2.645 3.540
H -1.982 3.861 4.388
H -2.373 -0.826 -3.953
H -3.145 -2.156 -3.439

3.
20
Properties=species:S:1:pos:R:3 method="wB97M-V/def2-TZVPD" multiplicity=1 relative_energy_kj_mol=186.5 lumo_ha=-0.043 homo_lumo_gap_ha=0.2667 homo_energy_ev=-8.42 total_charge=0
Si 1.683 3.354 -1.174
Si -1.560 -3.493 1.102
Si -0.694 -1.229 -2.103
Si 0.489 2.477 0.646
Si 0.872 0.477 1.950
Si -0.947 -1.531 0.199
H 1.986 4.836 -1.194
H 3.080 2.835 -1.061
H 1.505 2.886 -2.461
H -1.487 -4.705 0.332
H -0.603 -4.045 2.160
H -2.705 -3.543 2.055
H 0.743 -1.081 -2.521
H -1.311 -0.302 -3.093
H -1.129 -2.506 -2.735
H -0.941 2.411 0.375
H 0.507 3.408 1.658
H 2.290 0.161 2.153
H 0.475 0.299 3.365
H -2.253 -0.710 0.348